[1]
Below is one molecule with the formula C3HNO2, with properties calculated with ωB97M-V with the def2-TZVPD basis set.

The geometry in XYZ format:
```
7
Properties=species:S:1:pos:R:3:forces:R:3
N 2.5887 -0.4392 0.0255 -1.182 0.175 -0.012
C -1.1128 -0.3660 0.0020 -0.076 -0.502 -0.035
C 1.4812 -0.1054 0.0105 1.056 -0.235 -0.002
H -2.0256 0.2556 0.0675 0.037 -0.138 -0.015
C 0.1424 0.5097 -0.0036 -0.013 0.572 -0.019
O -1.0988 -1.5633 -0.0743 0.138 0.657 0.059
O 0.0249 1.7086 -0.0276 0.039 -0.530 0.025
```
Forces are in eV/Å.

Its relative energy (zero: lowest compared OMol25 entry of this formula, charge and spin) is 3.1 kJ/mol. The LUMO energy is -0.0696 Ha. Its structure (SMILES) is N#CC(=O)C=O. The strongest force on any atom comes out at 0.0232 hartree/bohr. The value obtained for the total energy is -320.098104 Eh. As for the HOMO energy: -11.243 eV.



[2]
Below is a 2-piece molecular cluster, C3HNO2 overall, with properties calculated with ωB97M-V with the def2-TZVPD basis set.

The geometry in XYZ format:
```
7
Properties=species:S:1:pos:R:3:forces:R:3
O -2.3518 -0.8975 1.3446 -0.038 0.332 -0.542
C 1.0402 -1.1260 -0.0352 -2.171 1.128 0.420
O -1.2584 -3.7333 -0.2773 0.042 -0.118 -0.399
H 1.7221 -1.9012 0.2313 0.368 0.055 -0.252
C -1.9315 -1.5542 0.4614 -2.314 3.340 1.354
N 0.1346 -0.3974 -0.1149 2.232 -1.053 -0.318
C -1.3749 -2.7762 0.3752 1.882 -3.684 -0.262
```
Forces are in eV/Å.

Its relative energy (zero: lowest compared OMol25 entry of this formula, charge and spin) is 232.5 kJ/mol. The LUMO energy is -0.0405 Ha. Its structure (SMILES) is O=C=C=O.C#N. The strongest force on any atom comes out at 0.0833 hartree/bohr. The value obtained for the total energy is -320.010730 Eh. As for the HOMO energy: -8.660 eV.



[3]
Below is one molecule with the formula C3HNO2S2, with properties calculated with ωB97M-V with the def2-TZVPD basis set.

The geometry in XYZ format:
```
9
Properties=species:S:1:pos:R:3:forces:R:3
N -1.6850 -0.7210 0.0017 -0.582 -0.193 0.121
O -1.1713 -1.8293 -0.0370 0.260 -0.587 0.011
O -2.8884 -0.4999 0.0966 -0.277 -0.275 -0.028
H -1.3069 1.3881 -0.0048 -0.252 -0.053 -0.008
S 1.6918 -1.2183 0.0197 -0.073 1.290 0.051
S 3.3820 1.5661 -0.0266 -0.439 0.158 -0.007
C -0.9136 0.3941 -0.0755 8.216 1.546 0.423
C 2.0880 0.6728 -0.0015 1.777 -0.183 0.014
C 0.8033 0.2475 0.0274 -8.631 -1.702 -0.578
```
Forces are in eV/Å.

Its relative energy (zero: lowest compared OMol25 entry of this formula, charge and spin) is 630.8 kJ/mol. The LUMO energy (spin up / spin down) is -0.1116 / -0.1112 Ha. Its structure (SMILES) is O=[N+]([O-])/C=C1\SC1=S. The strongest force on any atom comes out at 0.1714 hartree/bohr. The value obtained for the total energy is -1116.261078 Eh. As for the HOMO energy (spin up / spin down): -9.259 / -9.280 eV.



[4]
Below is a 2-piece molecular cluster, C3HNO3S3 overall, with properties calculated with ωB97M-V with the def2-TZVPD basis set.

The geometry in XYZ format:
```
11
Properties=species:S:1:pos:R:3:forces:R:3
C 0.7504 -0.7843 -0.0670 1.212 -1.816 0.620
O 4.2207 -2.3330 0.0373 0.800 -2.210 1.155
N 0.5170 1.1134 0.9953 1.881 -1.542 -1.838
C 0.3331 0.5354 -0.1919 -0.459 0.910 2.045
S 0.9824 -3.1965 -1.5978 0.139 0.385 0.074
S 1.4277 -0.3828 1.5384 0.205 -0.959 1.428
O 0.6171 2.2486 1.4300 -0.740 0.215 0.276
S 4.2774 -0.9258 0.0113 -0.505 0.600 -0.618
C 0.9110 -1.8627 -0.8224 -0.679 0.527 0.744
H -0.1550 0.9355 -0.9567 -1.888 2.098 -3.124
O 3.4152 -0.4401 -1.0083 0.034 1.791 -0.761
```
Forces are in eV/Å.

Its relative energy (zero: lowest compared OMol25 entry of this formula, charge and spin) is 85.3 kJ/mol. The LUMO energy (spin up / spin down) is -0.0464 / -0.0464 Ha. The strongest force on any atom comes out at 0.0819 hartree/bohr. The value obtained for the total energy is -1589.757712 Eh. As for the HOMO energy (spin up / spin down): -8.172 / -8.173 eV.



[5]
Below is C3HNO5S2 as an isolated structure, with properties calculated with ωB97M-V with the def2-TZVPD basis set.

The geometry in XYZ format:
```
12
Properties=species:S:1:pos:R:3:forces:R:3
C 1.0081 -0.9389 -1.4293 -1.099 2.374 1.447
H -1.0905 1.2727 1.9600 -0.565 0.031 -1.411
S -1.3350 1.1924 -0.5976 -1.021 0.603 -0.499
S -0.6188 -0.7256 1.1232 0.551 -1.196 -0.162
C 0.5869 1.3567 -0.9073 -2.066 -0.576 1.322
O 0.9456 2.4191 -0.4902 1.346 2.374 0.332
O 1.6063 -1.7370 -2.1133 0.192 -0.811 -0.505
O -1.3111 -1.9381 1.3718 -1.746 -1.547 -0.011
N 1.2668 0.4204 -1.4583 1.044 -2.184 -1.073
O 0.0667 -1.3984 -0.5370 -0.138 0.548 0.643
O 0.5668 -0.6510 1.9334 0.960 1.110 0.239
C -1.6919 0.7275 1.1445 2.543 -0.727 -0.324
```
Forces are in eV/Å.

Its relative energy (zero: lowest compared OMol25 entry of this formula, charge and spin) is 330.8 kJ/mol. As for the charge: -2. The LUMO energy is 0.2210 Ha. The strongest force on any atom comes out at 0.0582 hartree/bohr. The value obtained for the total energy is -1342.188192 Eh. As for the HOMO energy: -0.196 eV.



[6]
Below is C3HNaO4 as an isolated structure, with properties calculated with ωB97M-V with the def2-TZVPD basis set.

The geometry in XYZ format:
```
9
Properties=species:S:1:pos:R:3:forces:R:3
O -1.5479 1.2960 1.3770 1.068 0.101 -0.995
H 1.4826 0.4681 0.1406 -0.378 -0.121 0.066
Na -0.2913 0.1962 -2.6973 0.161 -0.293 0.453
O 0.8108 -0.9657 -1.2601 -0.551 0.165 -0.584
C -1.3088 1.2310 0.2342 -1.856 -0.380 1.089
C 0.7684 -1.1666 1.1169 0.044 -0.350 -0.860
O -1.4822 1.2626 -0.9304 0.956 0.046 -0.107
C 0.8965 -0.4563 -0.0395 0.713 0.044 1.385
O 0.6719 -1.8654 2.0584 -0.157 0.788 -0.448
```
Forces are in eV/Å.

Its relative energy (zero: lowest compared OMol25 entry of this formula, charge and spin) is 25.6 kJ/mol. The LUMO energy is -0.0330 Ha. The strongest force on any atom comes out at 0.0425 hartree/bohr. The value obtained for the total energy is -578.160348 Eh. As for the HOMO energy: -6.344 eV.



[7]
Below is C3HO2Tb as an isolated structure, with properties calculated with ωB97M-V with the def2-TZVPD basis set.

The geometry in XYZ format:
```
7
Properties=species:S:1:pos:R:3:forces:R:3
O -0.5917 0.2604 1.2958 -2.335 1.312 4.094
O 1.3583 0.6613 0.3131 -1.260 -0.402 -0.985
H -0.3640 -0.7232 -2.9710 0.328 0.243 0.217
C 0.4685 -0.1158 -0.9374 0.845 -0.289 1.231
Tb -1.4580 0.4990 3.5062 1.194 -0.331 -2.803
C 0.4975 -0.1872 0.8466 1.113 -0.768 -2.562
C 0.0894 -0.3944 -2.0533 0.115 0.234 0.807
```
Forces are in eV/Å.

Its spin multiplicity is 8. Its relative energy (zero: lowest compared OMol25 entry of this formula, charge and spin) is 450.7 kJ/mol. As for the charge: +1. The LUMO energy (spin up / spin down) is -0.1897 / -0.2401 Ha. The strongest force on any atom comes out at 0.0951 hartree/bohr. The value obtained for the total energy is -1089.286545 Eh. As for the HOMO energy (spin up / spin down): -10.939 / -10.839 eV. The expectation value of S² is 15.78.



[8]
Below is C3HO3Sr as an isolated structure, with properties calculated with ωB97M-V with the def2-TZVPD basis set.

The geometry in XYZ format:
```
8
Properties=species:S:1:pos:R:3:forces:R:3
H -3.0144 -1.9618 -0.5809 0.268 -0.055 0.575
C -2.8551 -0.1372 0.4662 2.351 2.859 -1.659
O 0.5399 -0.3554 0.7780 1.216 -0.027 0.287
C -2.3659 -1.2422 -0.0890 -1.054 -0.492 -0.978
Sr 2.4726 1.0669 1.3421 -1.071 -0.629 -0.385
C -0.3462 -0.2053 -0.0948 1.200 2.258 -0.125
O -1.0051 -1.3752 -0.3152 -1.132 -1.933 0.955
O -2.8032 1.0597 0.5134 -1.779 -1.981 1.330
```
Forces are in eV/Å.

Its spin multiplicity is 2. Its relative energy (zero: lowest compared OMol25 entry of this formula, charge and spin) is 181.5 kJ/mol. The LUMO energy (spin up / spin down) is -0.0118 / -0.0247 Ha. The strongest force on any atom comes out at 0.0789 hartree/bohr. The value obtained for the total energy is -371.155343 Eh. As for the HOMO energy (spin up / spin down): -5.988 / -6.875 eV. The expectation value of S² is 0.75.



[9]
Below is an isolated ion of composition C3HO4 and charge -1, with properties calculated with ωB97M-V with the def2-TZVPD basis set.

The geometry in XYZ format:
```
8
Properties=species:S:1:pos:R:3:forces:R:3
O -1.9147 -1.6453 0.2400 0.674 0.731 0.018
O -1.0691 0.5445 0.3613 -0.416 -1.757 -0.569
C 1.1873 -0.2442 -0.6462 -3.695 4.256 -0.158
C 0.0753 1.1432 -0.0470 3.781 -2.038 -1.111
C -0.9522 -0.9225 0.1589 0.254 1.650 0.524
O 0.2869 -1.2275 -0.0427 0.132 -1.472 0.319
O 0.3041 2.3263 0.0729 -0.787 -0.637 -0.148
H 2.0825 0.0256 -0.0972 0.056 -0.734 1.125
```
Forces are in eV/Å.

Its relative energy (zero: lowest compared OMol25 entry of this formula, charge and spin) is 185.8 kJ/mol. As for the charge: -1. The LUMO energy is 0.1521 Ha. Its structure (SMILES) is O=c1occ([O-])o1. The strongest force on any atom comes out at 0.1096 hartree/bohr. The value obtained for the total energy is -415.862105 Eh. As for the HOMO energy: -2.979 eV.



[10]
Below is C3HgO4 as an isolated structure, with properties calculated with ωB97M-V with the def2-TZVPD basis set.

The geometry in XYZ format:
```
8
Properties=species:S:1:pos:R:3:forces:R:3
C -0.1573 -3.1050 -0.4941 4.179 -2.995 2.456
O -0.1289 3.9105 1.5774 -0.032 -0.162 -0.016
O 0.0113 1.8066 0.6287 0.017 2.828 1.528
O -0.3195 -1.0391 -1.8409 -0.969 -4.611 -3.679
O 1.0167 -2.7252 0.2109 -2.890 -0.934 -1.936
C -0.0652 2.8720 1.1003 0.068 0.548 0.195
C -0.4448 -1.8596 -0.7535 -1.606 4.338 -1.635
Hg 0.0877 0.1399 -0.4289 1.233 0.987 3.087
```
Forces are in eV/Å.

Its relative energy (zero: lowest compared OMol25 entry of this formula, charge and spin) is 249.2 kJ/mol. The LUMO energy (spin up / spin down) is -0.0532 / -0.0564 Ha. The strongest force on any atom comes out at 0.1162 hartree/bohr. The value obtained for the total energy is -568.343926 Eh. As for the HOMO energy (spin up / spin down): -7.494 / -6.802 eV.



[11]
Below is C3I5O2 as an isolated structure, with properties calculated with ωB97M-V with the def2-TZVPD basis set.

The geometry in XYZ format:
```
10
Properties=species:S:1:pos:R:3:forces:R:3
O -0.8033 0.2630 -2.0684 0.237 0.543 0.207
I -0.7339 0.7644 2.6791 0.760 0.161 -0.445
I 4.0287 0.5240 3.0982 0.431 0.265 0.472
I 0.9827 2.5021 0.0353 -0.122 -0.326 0.635
O -1.7780 -0.7090 -0.2239 -0.245 0.069 0.983
C 1.7261 -0.2195 1.1088 -0.212 -0.971 -0.280
I 1.5132 -2.0901 2.0916 -0.083 0.455 -0.177
C 0.8404 0.7600 1.2470 -0.312 0.407 -0.228
I 3.1773 -0.3620 -0.4197 -0.408 0.156 0.202
C -1.2535 -0.1482 -1.0818 -0.046 -0.761 -1.368
```
Forces are in eV/Å.

Its relative energy (zero: lowest compared OMol25 entry of this formula, charge and spin) is 0.0 kJ/mol. As for the charge: -1. The LUMO energy is 0.0805 Ha. The strongest force on any atom comes out at 0.0305 hartree/bohr. The value obtained for the total energy is -1753.350922 Eh. As for the HOMO energy: -3.646 eV.



[12]
Below is C3LiO3Yb as an isolated structure, with properties calculated with ωB97M-V with the def2-TZVPD basis set.

The geometry in XYZ format:
```
8
Properties=species:S:1:pos:R:3:forces:R:3
C -0.6021 0.7063 0.2446 2.909 -5.995 -3.085
O 0.4695 0.9921 0.8366 -0.633 1.904 3.070
O -1.3233 -0.3522 0.1748 -5.275 0.109 4.805
Yb -2.8234 -1.8748 1.2599 -0.157 0.151 -0.371
C 0.1339 0.3694 -0.8677 3.561 2.523 -5.247
O 1.6651 -0.6574 -2.5098 0.103 -0.363 0.162
C 0.9814 -0.2668 -1.6876 -0.912 1.289 0.512
Li 1.4989 1.0834 2.5493 0.406 0.382 0.154
```
Forces are in eV/Å.

Its relative energy (zero: lowest compared OMol25 entry of this formula, charge and spin) is 307.3 kJ/mol. As for the charge: +3. The LUMO energy (spin up / spin down) is -0.5178 / -0.5178 Ha. The strongest force on any atom comes out at 0.1428 hartree/bohr. The value obtained for the total energy is -1504.900533 Eh. As for the HOMO energy (spin up / spin down): -21.154 / -21.153 eV.



What is the formula in the seventh record? C3HO2Tb